Entry 1:
61
Properties=species:S:1:pos:R:3 method="wB97M-V/def2-TZVPD" energy_ha=-2864.79360 charge=0 molar_mass_g_mol=653.30 spin_multiplicity=1 gap_ev=8.61 e_above_lowest_kcal_mol=0.0
Na -0.25 -0.92 -0.50
N -0.90 -0.68 -3.34
O -1.76 -0.79 -2.45
O -1.10 -1.16 -4.46
O 0.14 0.00 -3.09
C 4.39 0.74 -4.23
C 3.18 0.80 -3.29
O 3.61 1.32 -2.02
C 3.11 0.88 -0.90
O 2.34 -0.04 -0.77
C 3.72 1.64 0.29
F 3.03 1.50 1.39
F 4.95 1.12 0.48
F 3.91 2.93 0.04
H 4.08 0.19 -5.12
H 5.12 0.09 -3.75
H 4.79 1.72 -4.45
H 2.72 -0.18 -3.24
H 2.41 1.45 -3.69
C -4.91 0.00 1.03
C -4.65 -1.42 1.49
O -4.60 -2.39 0.45
C -3.46 -2.67 -0.12
O -2.46 -2.03 -0.02
C -3.50 -3.92 -1.00
F -4.69 -4.50 -1.03
F -3.12 -3.66 -2.22
F -2.65 -4.80 -0.47
H -5.93 0.04 0.66
H -4.28 0.34 0.21
H -4.82 0.66 1.89
H -5.50 -1.70 2.11
H -3.76 -1.50 2.12
C 1.07 3.86 -2.42
C 0.08 2.90 -1.75
O -0.38 3.50 -0.54
C -0.68 2.85 0.54
O -0.70 1.66 0.65
C -0.98 3.79 1.73
F -2.31 3.76 2.01
F -0.34 3.35 2.81
F -0.64 5.05 1.45
H 0.43 4.70 -2.72
H 1.35 3.37 -3.36
H 1.97 4.10 -1.87
H 0.56 1.95 -1.49
H -0.77 2.69 -2.40
C 1.71 -0.42 4.03
C 2.16 -1.70 3.36
O 1.21 -2.77 3.48
C 0.30 -2.86 2.55
O 0.18 -2.14 1.60
C -0.71 -3.98 2.83
F -1.94 -3.45 2.85
F -0.69 -4.89 1.85
F -0.49 -4.59 3.99
H 2.57 0.21 4.29
H 1.24 -0.61 5.00
H 1.10 0.22 3.40
H 3.09 -2.06 3.80
H 2.43 -1.57 2.32


Entry 2:
51
Properties=species:S:1:pos:R:3 method="wB97M-V/def2-TZVPD" energy_ha=-2242.72509 s_squared=0.7613 charge=-1 molar_mass_g_mol=757.23 spin_multiplicity=2 gap_ev="4.34 / 4.53" e_above_lowest_kcal_mol=95.2
Re 0.86 0.07 -1.33
O 2.80 3.35 0.42
C 2.08 2.61 -0.21
O 2.40 1.49 -0.76
C 0.62 2.94 -0.51
C -0.06 4.11 -0.20
C -1.32 4.31 -0.75
C -1.79 3.40 -1.68
C -1.06 2.26 -1.94
N 0.08 1.99 -1.28
C -1.26 1.30 -3.12
O -2.13 1.52 -3.94
O -0.33 0.43 -3.17
H 0.41 4.83 0.45
H -1.89 5.19 -0.50
H -2.70 3.57 -2.25
C -2.68 1.68 1.69
Si -2.26 -0.12 1.20
C -3.82 -1.19 1.22
C -0.72 -0.64 2.19
H -2.95 1.76 2.73
H -3.51 2.04 1.09
H -1.84 2.34 1.50
H -3.99 -1.66 2.19
H -3.74 -1.98 0.48
H -4.71 -0.60 0.99
H -0.92 -1.54 2.77
H -0.37 0.13 2.87
H 0.09 -0.89 1.50
C 2.71 0.25 1.88
C 2.87 -0.93 0.98
C 3.70 -2.02 1.26
C 3.62 -2.88 0.17
C 2.74 -2.29 -0.74
C 2.37 -2.82 -2.07
N 2.27 -1.11 -0.23
H 2.80 -0.07 2.92
H 1.76 0.76 1.74
H 3.50 0.97 1.67
H 4.29 -2.14 2.15
H 4.10 -3.83 0.05
H 3.12 -3.54 -2.41
H 2.25 -2.02 -2.79
H 1.40 -3.34 -2.00
F -1.83 0.17 -0.36
Te -1.21 -2.52 -0.26
F -2.72 -2.24 -1.54
F -2.44 -4.07 0.47
F 0.42 -3.56 0.46
F -0.97 -3.94 -1.54
O -0.04 -1.53 -1.47


Entry 3:
46
Properties=species:S:1:pos:R:3 method="wB97M-V/def2-TZVPD" energy_ha=-2854.88844 charge=+1 molar_mass_g_mol=723.50 spin_multiplicity=1 gap_ev=6.05 e_above_lowest_kcal_mol=24.9
Pt -0.07 2.00 -0.23
I -1.84 3.92 -0.23
C -2.33 3.45 -2.19
C -3.25 4.22 -2.85
C -3.58 3.87 -4.18
C -2.99 2.77 -4.76
C -2.06 1.98 -4.06
C -1.50 0.82 -4.65
C -0.62 0.04 -3.96
C -0.23 0.38 -2.65
C -0.73 1.51 -2.05
C -1.69 2.33 -2.73
H -3.72 5.07 -2.38
H -4.29 4.47 -4.72
H -3.25 2.49 -5.77
H -1.79 0.57 -5.66
H -0.21 -0.85 -4.42
H 0.47 -0.25 -2.12
O 1.53 2.38 1.62
S 2.40 1.46 0.83
N 1.67 0.93 -0.36
C 0.07 0.49 4.20
C 1.24 -0.39 3.80
C 1.43 -1.60 4.69
O 1.16 -0.89 2.40
P -0.06 -1.26 1.50
S -1.64 -2.06 2.29
S -1.23 0.30 0.86
O 0.57 -1.91 0.23
C 1.54 -3.03 0.18
C 2.95 -2.46 0.20
C 1.27 -4.04 1.27
H 0.29 0.89 5.19
H -0.86 -0.07 4.25
H -0.04 1.33 3.52
H 2.14 0.21 3.77
H 0.52 -2.21 4.70
H 1.62 -1.27 5.71
H 2.27 -2.21 4.36
H 1.33 -3.46 -0.80
H 3.18 -2.01 1.17
H 3.07 -1.71 -0.58
H 3.66 -3.27 0.02
H 1.46 -3.63 2.26
H 1.94 -4.89 1.13
H 0.24 -4.41 1.22


Entry 4:
41
Properties=species:S:1:pos:R:3 method="wB97M-V/def2-TZVPD" smiles="CCCCS(=O)(=O)Nc1ccc(Cc2ccncc2)cc1" energy_ha=-1279.87153 charge=0 molar_mass_g_mol=304.42 spin_multiplicity=1 gap_ev=9.29 e_above_lowest_kcal_mol=39.4
C -0.11 -2.09 -0.47
C 1.42 -2.09 -0.45
C 1.95 -1.62 0.90
C 3.46 -1.43 0.90
H 3.85 -1.22 1.88
H 3.97 -2.28 0.47
S 4.02 -0.02 -0.12
O 5.36 0.26 0.28
O 3.75 -0.25 -1.50
N 3.13 1.30 0.41
C 1.79 1.55 0.14
C 0.95 2.06 1.13
C -0.38 2.29 0.87
C -0.92 2.02 -0.38
C -0.07 1.55 -1.38
C 1.27 1.32 -1.13
H 1.92 0.96 -1.91
H -0.46 1.35 -2.36
C -2.40 2.18 -0.64
C -3.06 0.87 -0.30
C -3.17 -0.15 -1.23
C -3.72 -1.36 -0.85
N -4.16 -1.61 0.38
C -4.05 -0.64 1.27
C -3.52 0.61 0.99
H -3.46 1.36 1.76
H -4.42 -0.87 2.26
H -3.82 -2.17 -1.55
H -2.83 0.00 -2.25
H -2.80 2.98 -0.02
H -2.57 2.42 -1.69
H -1.02 2.67 1.66
H 1.36 2.27 2.12
H 3.47 1.63 1.30
H 1.46 -0.68 1.17
H 1.69 -2.36 1.67
H 1.78 -3.10 -0.65
H 1.80 -1.44 -1.24
H -0.47 -2.45 -1.43
H -0.51 -2.74 0.31
H -0.49 -1.09 -0.31


Entry 5:
43
Properties=species:S:1:pos:R:3 method="wB97M-V/def2-TZVPD" smiles="COC(=O)c1ccc(C(=O)OC)c(NC(=S)N2CCCCC2)c1" energy_ha=-1430.39426 charge=0 molar_mass_g_mol=336.41 spin_multiplicity=1 gap_ev=8.25 e_above_lowest_kcal_mol=8.4
C 2.94 -5.45 -1.61
H 3.15 -6.15 -0.80
H 3.86 -5.00 -1.97
H 2.44 -5.99 -2.42
O 2.12 -4.39 -1.15
C 0.92 -4.75 -0.68
O 0.54 -5.90 -0.63
C 0.11 -3.59 -0.22
C 0.60 -2.29 -0.30
C -0.17 -1.22 0.14
N 0.31 0.07 0.03
C -0.44 1.17 -0.34
N 0.04 2.37 0.01
C -0.47 3.59 -0.56
C 0.64 4.29 -1.35
C 1.86 4.53 -0.46
C 2.32 3.22 0.17
H 2.67 2.54 -0.61
C 1.14 2.58 0.92
H 1.42 1.65 1.41
H 0.79 3.27 1.70
H 3.14 3.39 0.87
H 2.67 4.97 -1.04
H 1.59 5.24 0.33
H 0.27 5.23 -1.75
H 0.92 3.65 -2.19
H -1.32 3.36 -1.20
H -0.81 4.24 0.25
S -1.83 0.97 -1.22
H 1.32 0.15 -0.08
C -1.43 -1.47 0.71
C -1.92 -2.77 0.76
C -1.16 -3.83 0.29
H -1.53 -4.84 0.33
H -2.90 -2.94 1.18
C -2.20 -0.37 1.36
O -1.70 0.52 2.00
O -3.51 -0.54 1.23
C -4.33 0.47 1.80
H -4.04 0.65 2.84
H -5.35 0.11 1.74
H -4.22 1.40 1.24
H 1.58 -2.11 -0.72


Entry 6:
40
Properties=species:S:1:pos:R:3 method="wB97M-V/def2-TZVPD" smiles=Cc1c2c(ccc3c(CC(C)(C)C)ncnc32)nn1C energy_ha=-840.66664 charge=0 molar_mass_g_mol=268.36 spin_multiplicity=1 gap_ev=8.49 e_above_lowest_kcal_mol=34.2
N -3.65 -1.33 1.22
N 1.89 -0.47 -1.57
N 0.43 -2.17 -0.77
C -2.01 -2.89 0.74
C 1.56 -1.74 -1.30
C -2.40 0.67 0.33
C 1.03 0.49 -1.24
C -1.25 1.06 -0.38
C -2.65 -0.73 0.67
C -1.64 -1.59 0.26
C -0.23 0.15 -0.63
C -0.43 -1.16 -0.37
N -3.25 -2.68 1.37
C -1.40 -4.30 0.44
C -4.05 -3.66 2.05
C 1.34 2.90 0.77
C 3.34 1.85 -0.15
C 2.64 4.13 -0.94
C 1.45 1.92 -1.69
C 2.16 2.70 -0.56
H 2.35 -2.43 -1.54
H -3.18 1.32 0.66
H -1.08 2.10 -0.56
H -0.26 -4.33 0.37
H -1.71 -5.09 1.22
H -1.74 -4.68 -0.50
H -4.61 -2.97 2.69
H -3.54 -4.44 2.53
H -4.72 -4.19 1.37
H 0.88 2.01 1.13
H 0.62 3.68 0.62
H 1.93 3.18 1.66
H 3.16 0.85 0.14
H 3.85 2.24 0.72
H 3.97 1.84 -1.08
H 3.65 4.26 -0.45
H 2.84 4.20 -2.00
H 1.98 4.95 -0.64
H 2.20 1.90 -2.47
H 0.54 2.44 -2.11